{
  "formula": "C24H41F3LuP2",
  "method": "ωB97M-V/def2-TZVPD",
  "elements": ["Lu", "C", "C", "C", "C", "C", "C", "H", "H", "H", "C", "H", "H", "H", "C", "H", "H", "H", "C", "H", "H", "H", "C", "H", "H", "H", "C", "C", "C", "C", "C", "C", "C", "C", "H", "H", "H", "H", "H", "H", "H", "H", "H", "H", "H", "H", "P", "C", "C", "P", "C", "C", "C", "H", "H", "H", "H", "H", "H", "H", "H", "H", "H", "H", "H", "H", "H", "F", "C", "F", "F"],
  "coordinates": [[-1.402, -2.092, -0.035], [-0.052, -3.138, 1.495], [-1.011, -2.335, 2.221], [-2.179, -3.971, 1.043], [-0.779, -4.166, 0.799], [-2.330, -2.843, 1.926], [1.419, -3.152, 1.664], [1.848, -2.145, 1.694], [1.903, -3.684, 0.836], [1.706, -3.661, 2.597], [-0.173, -5.386, 0.217], [0.842, -5.532, 0.604], [-0.126, -5.298, -0.872], [-0.762, -6.283, 0.448], [-3.238, -4.918, 0.624], [-2.911, -5.962, 0.766], [-3.505, -4.792, -0.441], [-4.127, -4.740, 1.242], [-3.616, -2.374, 2.503], [-4.204, -3.223, 2.893], [-4.241, -1.857, 1.751], [-3.426, -1.682, 3.336], [-0.676, -1.236, 3.164], [-1.432, -1.150, 3.955], [-0.640, -0.260, 2.648], [0.303, -1.389, 3.642], [2.983, 0.084, -1.056], [3.205, -0.169, 0.242], [2.317, 0.316, 1.353], [2.014, 1.847, 1.380], [0.754, 2.391, 0.892], [-0.183, 1.763, -0.036], [0.422, 0.591, -0.888], [1.823, 0.924, -1.447], [2.851, 0.093, 2.298], [2.887, 2.380, 0.967], [1.367, -0.244, 1.412], [2.072, 2.008, -1.085], [3.594, -0.349, -1.871], [4.022, -0.813, 0.567], [1.753, 0.986, -2.541], [0.428, -0.339, -0.282], [-1.028, 1.348, 0.573], [-0.236, 0.373, -1.758], [2.048, 2.096, 2.459], [0.314, 3.192, 1.504], [1.799, 3.625, -1.566], [2.923, 4.008, -2.923], [2.136, 4.860, -0.285], [-1.131, 2.917, -1.089], [0.113, 3.661, -2.218], [-1.722, 4.323, -0.137], [-2.456, 2.293, -2.095], [2.518, 3.624, -3.869], [3.896, 3.533, -2.722], [3.067, 5.096, -2.998], [2.290, 5.846, -0.757], [3.061, 4.559, 0.233], [1.315, 4.915, 0.443], [-2.682, 3.044, -2.870], [-3.351, 2.148, -1.472], [-2.175, 1.347, -2.579], [0.074, 3.152, -3.199], [-0.135, 4.728, -2.372], [-2.788, 4.181, 0.101], [-1.618, 5.223, -0.763], [-1.145, 4.449, 0.786], [-2.062, -2.472, -3.296], [-1.213, -3.041, -2.358], [-1.387, -4.419, -2.533], [0.074, -2.812, -2.862]],
  "lowdin_charge": [1.568, -0.350, -0.351, -0.356, -0.336, -0.365, -0.027, 0.045, 0.090, 0.108, -0.013, 0.084, 0.077, 0.092, -0.015, 0.094, 0.095, 0.081, -0.045, 0.092, 0.077, 0.077, -0.036, 0.084, 0.062, 0.094, -0.090, -0.119, -0.197, -0.192, -0.169, -0.448, -0.210, -0.291, 0.121, 0.113, 0.065, -0.041, 0.117, 0.104, 0.113, 0.038, 0.088, 0.089, 0.127, 0.096, 0.829, -0.227, -0.244, 0.915, -0.397, -0.156, -0.171, 0.054, 0.061, 0.050, 0.047, 0.059, 0.032, 0.083, 0.069, 0.063, 0.085, 0.073, 0.073, 0.071, 0.053, -0.040, -0.541, -0.035, -0.047],
  "max_force_ev_per_a": 6.32,
  "total_charge": 1,
  "orbital_gap_ev": [4.5, 6.4],
  "e_lumo_ev": [-3.30, -3.11],
  "homo_energy_ha": [-0.285, -0.350]
}

---

{
  "formula": "C4H20NO4",
  "method": "ωB97M-V/def2-TZVPD",
  "elements": ["C", "C", "C", "C", "N", "H", "H", "H", "H", "H", "H", "H", "H", "H", "H", "H", "H", "H", "H", "O", "H", "H", "O", "H", "H", "O", "H", "H", "O"],
  "coordinates": [[-0.724, 0.222, -0.364], [-1.177, -0.731, 0.786], [-0.532, -0.315, 2.096], [-2.731, -0.538, 0.851], [0.782, 0.460, -0.259], [-0.901, -0.203, -1.344], [-1.164, 1.183, -0.138], [-0.913, -1.729, 0.446], [-0.576, 0.762, 2.291], [-1.173, -0.704, 2.893], [0.442, -0.705, 2.389], [-3.224, -1.356, 0.335], [-2.980, 0.398, 0.358], [-3.072, -0.461, 1.881], [0.985, 1.340, -0.704], [1.005, 0.475, 0.737], [1.408, -0.292, -0.596], [-3.444, 2.486, -2.057], [-1.989, 2.477, -2.272], [-2.681, 1.913, -1.900], [2.537, -2.557, -0.140], [3.159, -1.415, -1.022], [2.746, -1.621, -0.181], [2.186, -1.062, -3.460], [0.842, -0.955, -2.848], [1.773, -0.869, -2.606], [3.742, 1.139, 1.127], [2.786, 1.689, 2.167], [2.888, 0.969, 1.534]],
  "lowdin_charge": [-0.126, -0.365, -0.081, -0.035, 0.163, 0.122, 0.107, 0.134, 0.102, 0.088, 0.086, 0.085, 0.062, 0.080, 0.155, 0.075, 0.084, 0.058, 0.046, -0.058, 0.067, 0.036, -0.047, 0.077, 0.057, -0.049, 0.058, 0.062, -0.043],
  "max_force_ev_per_a": 2.07,
  "total_charge": 1,
  "orbital_gap_ev": 11.9,
  "e_lumo_ev": -2.88,
  "homo_energy_ha": -0.543
}

---

{
  "formula": "C47H44N2O3",
  "method": "ωB97M-V/def2-TZVPD",
  "elements": ["C", "C", "O", "C", "C", "C", "O", "C", "C", "C", "C", "C", "O", "H", "H", "H", "H", "H", "H", "H", "H", "H", "H", "H", "H", "H", "H", "H", "C", "C", "C", "C", "N", "C", "C", "C", "C", "C", "C", "C", "C", "C", "C", "C", "C", "C", "C", "C", "N", "C", "C", "C", "C", "C", "C", "C", "C", "C", "C", "C", "C", "C", "C", "C", "C", "C", "C", "H", "H", "H", "H", "H", "H", "H", "H", "H", "H", "H", "H", "H", "H", "H", "H", "H", "H", "H", "H", "H", "H", "H", "H", "H", "H", "H", "H", "H"],
  "coordinates": [[3.820, 3.556, 0.762], [4.273, 2.124, 0.626], [3.463, 1.472, -0.366], [3.727, 0.139, -0.487], [2.801, -0.561, -1.470], [3.709, -1.763, -1.915], [3.678, -2.802, -1.316], [4.728, -1.638, -3.095], [4.151, -1.868, -4.488], [2.772, -1.250, -4.701], [2.693, 0.173, -4.152], [2.729, 0.459, -2.629], [4.600, -0.419, 0.163], [4.251, 3.953, 1.687], [4.208, 4.175, -0.059], [2.729, 3.656, 0.821], [5.318, 2.067, 0.285], [4.175, 1.592, 1.584], [5.244, -0.672, -3.055], [5.496, -2.413, -2.953], [4.820, -1.437, -5.246], [4.110, -2.941, -4.705], [2.557, -1.211, -5.781], [1.990, -1.887, -4.283], [3.562, 0.711, -4.574], [1.821, 0.686, -4.591], [1.988, 1.234, -2.408], [3.688, 0.989, -2.536], [-6.253, -5.663, 0.049], [-5.071, -6.208, -0.466], [-4.135, -5.382, -1.092], [-4.395, -4.011, -1.255], [-3.516, -3.205, -2.043], [-4.055, -2.726, -3.287], [-4.809, -1.550, -3.279], [-5.447, -1.121, -4.443], [-5.318, -1.861, -5.624], [-4.552, -3.032, -5.641], [-3.914, -3.467, -4.472], [-2.254, -2.770, -1.624], [-1.275, -2.480, -2.589], [-0.029, -1.970, -2.217], [0.241, -1.543, -0.920], [1.624, -0.925, -0.526], [1.316, 0.120, 0.610], [2.015, 0.064, 1.820], [1.680, 0.868, 2.917], [0.732, 1.905, 2.774], [0.530, 2.857, 3.786], [-0.063, 4.128, 3.523], [-0.979, 4.681, 4.440], [-1.501, 5.962, 4.237], [-1.059, 6.737, 3.158], [-0.109, 6.216, 2.280], [0.344, 4.902, 2.422], [1.016, 2.626, 5.121], [2.070, 3.401, 5.639], [2.495, 3.200, 6.955], [1.837, 2.280, 7.774], [0.763, 1.538, 7.268], [0.377, 1.690, 5.936], [-0.011, 1.926, 1.581], [0.258, 1.031, 0.540], [-0.749, -1.869, 0.050], [-1.953, -2.517, -0.264], [-5.621, -3.488, -0.812], [-6.512, -4.303, -0.111], [-6.954, -6.299, 0.583], [-4.876, -7.274, -0.389], [-3.202, -5.784, -1.501], [-4.895, -0.995, -2.340], [-6.056, -0.216, -4.412], [-5.808, -1.514, -6.537], [-4.460, -3.620, -6.557], [-3.305, -4.373, -4.466], [-1.477, -2.728, -3.638], [0.770, -1.932, -2.944], [2.031, -1.788, 0.016], [2.843, -0.647, 1.901], [2.155, 0.655, 3.878], [-1.299, 4.093, 5.308], [-2.238, 6.366, 4.931], [-1.460, 7.737, 2.999], [0.296, 6.829, 1.476], [1.036, 4.466, 1.703], [2.556, 4.137, 4.998], [3.341, 3.774, 7.339], [2.164, 2.128, 8.806], [0.223, 0.840, 7.904], [-0.445, 1.108, 5.513], [-0.849, 2.614, 1.521], [-0.401, 1.042, -0.320], [-0.577, -1.637, 1.102], [-2.657, -2.847, 0.513], [-5.851, -2.439, -1.013], [-7.424, -3.864, 0.294]],
  "lowdin_charge": [-0.052, -0.209, -0.032, -0.456, -0.201, -0.293, 0.128, -0.092, -0.197, -0.210, -0.173, -0.099, 0.131, 0.083, 0.081, 0.057, 0.133, 0.117, 0.120, 0.124, 0.114, 0.114, 0.115, 0.084, 0.116, 0.110, 0.128, 0.112, -0.095, -0.082, -0.011, -0.218, -0.027, -0.230, -0.023, -0.076, -0.092, -0.079, -0.016, -0.210, -0.002, -0.020, -0.151, -0.097, -0.197, -0.040, 0.005, -0.203, 0.000, -0.213, -0.011, -0.082, -0.100, -0.081, -0.024, -0.245, -0.004, -0.080, -0.091, -0.077, -0.027, -0.012, -0.024, -0.025, 0.006, -0.011, -0.083, 0.099, 0.101, 0.121, 0.118, 0.104, 0.102, 0.103, 0.120, 0.109, 0.080, 0.144, 0.127, 0.117, 0.118, 0.103, 0.099, 0.104, 0.091, 0.120, 0.105, 0.103, 0.103, 0.126, 0.115, 0.121, 0.118, 0.116, 0.103, 0.103],
  "max_force_ev_per_a": 2.54,
  "orbital_gap_ev": 8.0,
  "e_lumo_ev": 0.68,
  "homo_energy_ha": -0.269
}

---

{
  "formula": "C4H11N2O",
  "method": "ωB97M-V/def2-TZVPD",
  "elements": ["C", "C", "C", "N", "N", "C", "O", "H", "H", "H", "H", "H", "H", "H", "H", "H", "H", "H"],
  "coordinates": [[0.078, 0.605, 0.996], [-1.196, -0.104, 0.219], [-1.478, 0.768, -1.002], [-0.554, 0.641, -2.022], [0.969, -0.405, 1.683], [1.699, -1.179, 0.473], [1.909, -0.354, -0.561], [-0.238, 1.222, 1.778], [0.855, 1.401, 0.550], [-0.651, -1.056, -0.131], [-2.131, -0.413, 0.809], [-1.567, 1.758, -0.637], [-2.495, 0.541, -1.263], [-0.899, -0.088, -2.653], [0.338, 0.204, -1.730], [1.821, 0.144, 2.225], [1.013, -2.082, 0.255], [2.527, -1.603, 1.011]],
  "lowdin_charge": [-0.288, -0.153, -0.411, -0.011, -0.133, -0.529, -0.345, 0.034, 0.136, 0.090, 0.107, 0.076, 0.085, 0.063, 0.045, 0.118, 0.072, 0.045],
  "max_force_ev_per_a": 3.74,
  "total_charge": -1,
  "smiles": "NCCCNC[O-]",
  "orbital_gap_ev": 7.2,
  "e_lumo_ev": 4.22,
  "homo_energy_ha": -0.111
}

---

{
  "formula": "C10H22B2F5O4P2S",
  "method": "ωB97M-V/def2-TZVPD",
  "elements": ["C", "C", "O", "P", "O", "C", "C", "B", "P", "S", "B", "O", "C", "C", "C", "F", "F", "C", "F", "F", "F", "O", "C", "C", "H", "H", "H", "H", "H", "H", "H", "H", "H", "H", "H", "H", "H", "H", "H", "H", "H", "H", "H", "H", "H", "H"],
  "coordinates": [[3.982, 0.825, 0.162], [3.973, -0.548, -0.515], [3.085, -1.498, 0.088], [1.496, -1.129, 0.003], [1.120, -0.548, 1.278], [1.136, -0.126, -1.445], [-0.336, -0.060, -1.851], [-1.286, 0.990, -0.989], [-2.852, 1.147, -2.162], [-2.610, 2.289, -3.774], [-1.909, 0.183, 0.386], [-1.797, -1.192, 0.527], [-2.700, 0.906, 1.584], [-1.748, 0.976, 2.788], [-0.551, 2.392, -0.662], [0.403, 2.235, 0.297], [0.144, 2.806, -1.755], [-1.374, 3.622, -0.183], [-2.634, 3.654, -0.559], [-1.350, 3.710, 1.138], [-0.799, 4.742, -0.615], [0.818, -2.555, -0.265], [0.843, -3.392, 0.886], [0.059, -4.669, 0.582], [4.968, 1.027, 0.558], [3.276, 0.896, 0.975], [3.784, 1.618, -0.546], [4.960, -0.975, -0.415], [3.799, -0.465, -1.582], [1.696, -0.587, -2.261], [1.602, 0.833, -1.308], [-0.769, -1.052, -1.900], [-0.349, 0.319, -2.872], [-3.214, -0.133, -2.634], [-3.927, 1.645, -1.386], [-1.555, -1.418, 1.436], [-3.528, 0.262, 1.878], [-3.107, 1.870, 1.305], [-0.798, 1.428, 2.541], [-2.160, 1.500, 3.645], [-1.514, -0.032, 3.114], [0.365, -2.922, 1.729], [1.852, -3.649, 1.189], [-0.828, -4.689, 1.199], [0.626, -5.556, 0.827], [-0.293, -4.676, -0.438]],
  "lowdin_charge": [-0.069, -0.281, -0.204, 0.522, -0.233, -0.217, -0.206, -0.666, 0.416, -0.017, -0.461, 0.090, -0.163, -0.113, -0.395, 0.084, 0.069, -0.593, 0.142, 0.160, 0.154, -0.190, -0.285, -0.060, 0.062, 0.070, 0.071, 0.103, 0.097, 0.095, 0.077, 0.089, 0.074, -0.027, -0.036, 0.083, 0.091, 0.073, 0.062, 0.064, 0.061, 0.097, 0.110, 0.064, 0.062, 0.075],
  "max_force_ev_per_a": 1.82,
  "total_charge": -1,
  "orbital_gap_ev": 7.1,
  "e_lumo_ev": 2.84,
  "homo_energy_ha": -0.157
}